--- A ---
11
Properties=species:S:1:pos:R:3:lowdin_charge:R:1 method="wB97M-V/def2-TZVPD" orbital_gap_ev=11.4 homo_ev=-10.496 spin_multiplicity=1 lumo_energy_ev=0.90
C 1.5747 0.9125 -0.4706 0.02
O 0.4949 0.3321 0.3400 -0.06
C -0.4824 -0.2498 -0.3336 -0.65
C -1.4464 -0.7796 0.6951 0.02
O -0.4895 -0.3080 -1.4770 0.16
H 2.0036 0.1455 -0.9090 0.04
H 1.0197 1.5956 -1.0548 0.09
H 2.3838 1.1994 0.1729 0.10
H -2.2095 -1.2131 0.3061 -0.02
H -0.8774 -1.6852 1.2847 0.15
H -1.9714 0.0506 1.4461 0.16


--- B ---
11
Properties=species:S:1:pos:R:3:lowdin_charge:R:1 method="wB97M-V/def2-TZVPD" orbital_gap_ev=10.7 homo_ev=-9.762 spin_multiplicity=1 lumo_energy_ev=0.97
C -1.3321 -0.7422 0.0569 -0.10
O -0.7883 0.2671 -0.8032 -0.20
C 0.3427 0.9376 -0.1913 -0.17
C 1.5712 0.0520 -0.0076 -0.23
O 1.6535 -1.0433 -0.5113 0.06
H -2.0752 -1.3200 -0.5130 0.09
H -1.7374 -0.2012 0.9226 0.09
H -0.5616 -1.4899 0.3849 0.09
H 0.5964 1.7415 -0.8698 0.12
H 0.0438 1.2843 0.8178 0.13
H 2.2870 0.5139 0.7140 0.12


B wins, 22.7 kJ/mol ahead of the next structure.


--- A ---
15
Properties=species:S:1:pos:R:3:lowdin_charge:R:1 method="wB97M-V/def2-TZVPD" orbital_gap_ev=10.0 homo_ev=-13.250 spin_multiplicity=1 lumo_energy_ev=-3.22 charge=+1
N 1.2645 -0.5080 0.6576 0.16
C 1.5479 -1.0332 -0.4948 -0.21
N 2.7622 -1.3151 -0.9367 0.17
H 2.0029 -0.0948 1.2537 0.16
H 0.2268 -0.3545 0.8544 0.06
H 0.7194 -1.1037 -1.2153 0.17
H 2.9177 -1.4199 -1.9380 0.14
H 3.5269 -1.0022 -0.3486 0.14
N -2.1041 1.4493 -0.6767 0.10
C -2.3620 0.8207 0.5163 -0.28
N -1.4120 0.2179 1.2388 0.00
H -1.1087 1.6411 -0.6919 0.10
H -2.6758 2.0855 -1.1314 0.08
H -3.4241 0.8288 0.8225 0.13
H -1.8818 -0.2119 2.0901 0.08


--- B ---
15
Properties=species:S:1:pos:R:3:lowdin_charge:R:1 method="wB97M-V/def2-TZVPD" orbital_gap_ev=9.5 homo_ev=-12.958 spin_multiplicity=1 lumo_energy_ev=-3.42 charge=+1
N 1.2313 0.4760 1.7058 0.20
C 0.3448 1.0945 0.9664 -0.21
N -0.8694 1.3806 1.3478 0.20
H 1.0176 0.1012 2.6183 0.14
H 2.1505 0.3011 1.3347 0.14
H 0.6541 1.4087 -0.0151 0.15
H -1.5366 1.7472 0.6879 0.14
H -1.2221 1.1013 2.2534 0.15
N -0.2888 -0.5721 -2.4686 0.09
C -0.1228 -1.3606 -1.3720 -0.39
N -0.8734 -1.2752 -0.3480 0.04
H 0.4745 -0.4444 -3.1079 0.09
H -0.9521 0.1847 -2.4017 0.09
H 0.6839 -2.0877 -1.4780 0.12
H -0.6916 -2.0553 0.2769 0.04


A wins, 8.3 kJ/mol ahead of the next structure.


--- A ---
8
Properties=species:S:1:pos:R:3:lowdin_charge:R:1 method="wB97M-V/def2-TZVPD" orbital_gap_ev=11.4 homo_ev=-10.539 spin_multiplicity=1 lumo_energy_ev=0.88
H -0.9095 -2.2164 -0.4063 0.08
N -0.1143 -1.6050 -0.2199 0.12
C -0.2712 -0.4064 0.0182 -0.74
C 0.6364 0.7157 0.1236 -0.17
Cl -1.9838 0.4450 0.2488 0.43
H 0.2023 1.5200 0.6984 0.03
H 0.7371 1.1346 -0.9889 0.14
H 1.7029 0.4126 0.5262 0.12


--- B ---
8
Properties=species:S:1:pos:R:3:lowdin_charge:R:1 method="wB97M-V/def2-TZVPD" orbital_gap_ev=10.1 homo_ev=-8.976 spin_multiplicity=1 lumo_energy_ev=1.15
Cl 1.2966 0.2012 -2.1606 0.57
C 0.3136 -0.5885 -0.9510 -0.68
C -0.2972 0.4596 0.2303 -0.10
N 0.6951 -0.5974 0.4251 -0.09
H -0.3249 -1.2878 -1.3716 0.05
H 0.0761 1.3970 0.1809 0.04
H -1.2926 0.0485 0.5033 0.10
H 1.6151 -0.2701 0.7008 0.10


--- C ---
8
Properties=species:S:1:pos:R:3:lowdin_charge:R:1 method="wB97M-V/def2-TZVPD" orbital_gap_ev=11.3 homo_ev=-10.449 spin_multiplicity=1 lumo_energy_ev=0.86
H -1.9007 0.8866 -1.0054 0.06
N -1.2070 0.1365 -0.8403 0.09
C -0.4533 0.3696 0.1569 -0.37
C 0.6427 -0.5986 0.2916 -0.63
Cl 1.9918 -0.0063 -0.6784 0.56
H -0.3710 1.2514 0.8022 0.11
H 1.0335 -0.5609 1.4229 0.12
H 0.2640 -1.4783 -0.1496 0.05


--- D ---
8
Properties=species:S:1:pos:R:3:lowdin_charge:R:1 method="wB97M-V/def2-TZVPD" orbital_gap_ev=10.5 homo_ev=-9.398 spin_multiplicity=1 lumo_energy_ev=1.07
H 1.3532 1.0361 1.4785 0.05
N 0.4677 0.7164 1.0614 0.04
C 0.6489 -0.0077 0.0580 -0.22
C -0.8736 -0.5912 -0.8384 -0.62
Cl -0.9163 0.0236 -2.4536 0.55
H 1.5725 -0.5267 -0.1992 0.08
H -0.6847 -1.6100 -0.4896 0.05
H -1.5070 -0.1355 -0.0215 0.06


A wins, 33.6 kJ/mol ahead of the next structure.


--- A ---
9
Properties=species:S:1:pos:R:3:lowdin_charge:R:1 method="wB97M-V/def2-TZVPD" orbital_gap_ev=10.0 homo_ev=-9.509 spin_multiplicity=1 lumo_energy_ev=0.50
C 0.3606 -0.0643 0.2095 -0.41
C 2.6058 -0.6487 -0.0641 -0.30
C -1.4146 0.2241 -0.2842 0.03
O 1.3383 -1.1785 -0.0566 -0.32
S 1.9123 1.0155 -0.0003 0.79
H 0.1974 -0.0995 1.2882 0.07
H -1.6988 1.1000 0.2631 0.04
H -1.8936 -0.6973 0.0039 0.05
H -1.4075 0.3487 -1.3594 0.04


--- B ---
9
Properties=species:S:1:pos:R:3:lowdin_charge:R:1 method="wB97M-V/def2-TZVPD" orbital_gap_ev=9.3 homo_ev=-9.608 spin_multiplicity=1 lumo_energy_ev=-0.29
O -2.5735 0.0751 -0.1985 -0.11
C -1.3957 -0.3993 0.3986 -0.14
C -0.1130 -0.0805 -0.2946 -0.69
C 0.8234 1.1595 0.2257 -0.38
S 1.5629 -0.4422 -0.0835 0.85
H -1.1627 -1.0993 1.3161 0.15
H -0.6770 0.2987 -1.1760 0.11
H 0.8371 1.2360 1.3980 0.10
H 0.6963 1.9605 -0.5914 0.11


B wins, 86.9 kJ/mol ahead of the next structure.


--- A ---
9
Properties=species:S:1:pos:R:3:lowdin_charge:R:1 method="wB97M-V/def2-TZVPD" orbital_gap_ev=8.0 homo_ev=-9.043 spin_multiplicity=1 lumo_energy_ev=-1.08
S 2.0699 -0.0650 -0.0181 0.63
C 0.4532 0.4317 -0.0941 -0.64
C -0.6240 -0.3133 0.4595 -0.25
C -2.0278 0.4510 0.1892 -0.26
O -1.8245 -0.6015 -0.5713 -0.03
H -0.0740 1.2947 -0.7771 0.12
H -0.6953 -0.8904 1.5114 0.18
H -1.7179 1.5678 -0.1724 0.13
H -2.8441 0.4630 0.9713 0.12


--- B ---
9
Properties=species:S:1:pos:R:3:lowdin_charge:R:1 method="wB97M-V/def2-TZVPD" orbital_gap_ev=8.4 homo_ev=-9.086 spin_multiplicity=1 lumo_energy_ev=-0.66
S -2.8096 -0.1474 -0.0810 0.68
C -1.2235 -0.2073 0.3174 -0.61
C 0.1170 -0.3233 -0.4554 -0.44
C 1.0457 0.5788 -0.1194 -0.09
O 1.2583 -0.8833 0.2113 -0.04
H -0.8995 -0.0469 1.3344 0.05
H -0.2795 -1.0941 -1.2727 0.18
H 0.7853 1.0688 0.7442 0.08
H 2.0058 1.0548 -0.6789 0.18


B wins, 11.9 kJ/mol ahead of the next structure.


--- A ---
9
Properties=species:S:1:pos:R:3:lowdin_charge:R:1 method="wB97M-V/def2-TZVPD" orbital_gap_ev="8.4 / 6.6" homo_ev="-8.653 / -7.456" spin_multiplicity=1 lumo_energy_ev="-0.25 / -0.90"
C 0.0742 -0.4049 0.5553 -0.12
C 1.3026 -0.5962 0.8562 0.02
C -1.1252 -0.0221 -0.0746 -0.35
O 0.0735 0.8475 -2.3183 -0.61
S -0.5598 1.5201 -1.1538 0.88
H 2.0909 -0.1306 0.4699 0.03
H 1.4537 -1.1463 1.7294 0.05
H -1.7099 -0.6165 -0.6985 0.07
H -1.6000 0.5489 0.6343 0.04


--- B ---
9
Properties=species:S:1:pos:R:3:lowdin_charge:R:1 method="wB97M-V/def2-TZVPD" orbital_gap_ev=8.4 homo_ev=-9.203 spin_multiplicity=1 lumo_energy_ev=-0.81
S -2.7792 0.0562 -0.0969 0.66
C -1.3210 -0.6746 0.1887 -0.56
C -0.0545 -0.1220 -0.4805 -0.30
C 1.0781 0.5700 0.2776 -0.15
O 1.2910 -0.6770 -0.2596 -0.08
H -0.9428 -1.3521 0.8982 0.05
H -0.0612 0.2512 -1.5221 0.14
H 1.2405 0.4164 1.2714 0.08
H 1.5490 1.5319 -0.2767 0.16


--- C ---
9
Properties=species:S:1:pos:R:3:lowdin_charge:R:1 method="wB97M-V/def2-TZVPD" orbital_gap_ev=7.3 homo_ev=-7.244 spin_multiplicity=1 lumo_energy_ev=0.08
C 0.5528 0.4829 1.5614 -0.60
C 0.0738 -1.0151 -0.3341 -0.20
C -0.4249 0.0319 -1.2561 -0.05
O 0.2235 -2.1450 -0.0673 0.16
S 0.4704 1.9752 2.2071 0.52
H 0.7022 -0.2350 2.2430 -0.11
H 0.3270 0.7673 -1.4775 0.08
H -1.2247 0.4230 -0.5971 0.10
H -0.7000 -0.2851 -2.2794 0.09


--- D ---
9
Properties=species:S:1:pos:R:3:lowdin_charge:R:1 method="wB97M-V/def2-TZVPD" orbital_gap_ev=9.5 homo_ev=-8.977 spin_multiplicity=1 lumo_energy_ev=0.53
C 2.1690 -0.2210 0.4870 0.12
C 1.1352 0.3022 0.1847 -0.20
C -0.1446 0.7535 -0.2800 -0.52
S -1.8511 0.5486 0.2998 0.87
O -2.2129 -0.9796 -0.1521 -0.52
H 2.9363 -0.8205 0.8105 0.00
H -0.0590 1.7840 -0.2984 0.03
H -0.0825 0.4182 -1.3986 0.13
H -1.8905 -1.7854 0.3470 0.08


B wins, 22.3 kJ/mol ahead of the next structure.


--- A ---
9
Properties=species:S:1:pos:R:3:lowdin_charge:R:1 method="wB97M-V/def2-TZVPD" orbital_gap_ev=9.9 homo_ev=-9.337 spin_multiplicity=1 lumo_energy_ev=0.59
N 0.8689 1.2613 0.3751 -0.06
Si 0.1462 -0.0102 -0.4873 0.03
O 0.5362 -1.2980 0.3124 -0.23
S -1.9467 0.2989 0.0929 0.46
H 1.7790 1.6276 0.4286 0.02
H 0.2933 1.6250 1.0562 -0.02
H 0.3312 -0.3737 -1.9589 -0.01
H 0.1527 -2.2217 0.4029 0.11
H -2.1609 -0.9092 -0.2220 -0.29


--- B ---
9
Properties=species:S:1:pos:R:3:lowdin_charge:R:1 method="wB97M-V/def2-TZVPD" orbital_gap_ev=6.9 homo_ev=-7.882 spin_multiplicity=1 lumo_energy_ev=-0.95
N 0.2277 0.4709 1.5391 -0.07
O -0.8294 -1.3466 -0.1497 -0.21
Si 0.5245 -0.6585 0.3135 0.55
S 0.4445 1.3346 -2.3604 0.00
H 0.5069 0.1677 2.4475 0.02
H -0.5784 1.1298 1.5167 0.08
H -1.0332 -1.2598 -1.1126 0.07
H 1.5184 -1.5829 0.4346 -0.04
H -0.7810 1.7449 -2.6287 -0.40


A wins, 239.7 kJ/mol ahead of the next structure.


--- A ---
20
Properties=species:S:1:pos:R:3:lowdin_charge:R:1 method="wB97M-V/def2-TZVPD" orbital_gap_ev=10.2 homo_ev=-9.420 spin_multiplicity=1 lumo_energy_ev=0.81
C -1.3571 -0.0035 1.2381 -0.07
C -0.0221 0.7106 0.8225 -0.38
C -0.3039 2.0413 0.1368 -0.08
C 0.8362 -0.2504 -0.0550 -0.37
N 1.1513 -1.4838 0.7169 0.05
C 0.1564 -0.5863 -1.3569 -0.23
O 1.0122 -1.2212 -2.3331 -0.07
H -1.0727 -0.9679 1.6467 0.06
H -1.8277 0.6563 1.9622 0.07
H -2.0256 -0.1780 0.3956 0.07
H 0.5703 0.8183 1.7294 0.13
H 0.6749 2.5255 0.0654 0.08
H -0.8138 1.9450 -0.8168 0.07
H -0.9680 2.6785 0.7241 0.08
H 1.7821 0.2897 -0.1757 0.15
H 2.0834 -1.7542 0.4671 0.06
H 0.5168 -2.2062 0.3779 0.07
H -0.2518 0.2731 -1.8810 0.11
H -0.6793 -1.2465 -1.1054 0.12
H 0.5383 -2.0402 -2.5586 0.09


--- B ---
20
Properties=species:S:1:pos:R:3:lowdin_charge:R:1 method="wB97M-V/def2-TZVPD" orbital_gap_ev=10.2 homo_ev=-9.151 spin_multiplicity=1 lumo_energy_ev=1.03
C -2.1830 -1.3900 0.2880 -0.12
C -1.2327 -0.7238 -0.7093 -0.22
C 0.3402 -0.9146 -0.2793 -0.17
C 1.0739 0.4292 -0.2099 -0.38
N 2.4286 0.3018 0.3765 0.02
C 0.2627 1.3993 0.6537 -0.21
O -0.0021 2.5156 -0.2197 -0.11
H -3.1599 -0.9534 0.3822 0.05
H -1.8204 -1.2593 1.3276 0.08
H -2.3810 -2.4492 0.0152 0.08
H -1.4096 0.4161 -0.8703 0.12
H -1.1898 -1.1412 -1.6990 0.08
H 0.8476 -1.7254 -0.8552 0.11
H 0.2165 -1.5806 0.5617 0.08
H 1.1550 0.7382 -1.3332 0.17
H 2.7696 -0.5758 0.4644 0.01
H 3.1501 0.9963 -0.0171 0.11
H 0.9061 1.8654 1.5507 0.16
H -0.6663 1.1479 0.8514 0.04
H 0.8946 2.9034 -0.2785 0.09


--- C ---
20
Properties=species:S:1:pos:R:3:lowdin_charge:R:1 method="wB97M-V/def2-TZVPD" orbital_gap_ev=10.4 homo_ev=-9.401 spin_multiplicity=1 lumo_energy_ev=1.04
C -1.3067 -1.6871 0.9613 -0.12
N -1.1746 -0.4600 0.1550 -0.07
C -0.0625 0.4278 0.6156 -0.39
C -0.5814 1.8181 0.8448 -0.06
C 1.0568 0.3462 -0.4419 -0.41
C 1.5814 -1.0777 -0.5857 -0.05
O 0.5791 0.8329 -1.6826 -0.05
H -1.4441 -1.5314 2.0285 0.08
H -2.1724 -2.2355 0.5798 0.08
H -0.4749 -2.3583 0.7707 0.06
H -2.0124 0.0499 0.4166 0.09
H 0.3842 0.0104 1.5145 0.13
H -0.9774 2.2447 -0.0817 0.09
H 0.2004 2.4731 1.2303 0.08
H -1.3835 1.8407 1.5850 0.08
H 1.8771 1.0148 -0.1638 0.14
H 2.4558 -1.0436 -1.2379 0.08
H 1.9472 -1.4689 0.3629 0.08
H 0.8458 -1.6867 -1.1085 0.08
H -0.2940 0.4570 -1.8618 0.09


--- D ---
20
Properties=species:S:1:pos:R:3:lowdin_charge:R:1 method="wB97M-V/def2-TZVPD" orbital_gap_ev=8.9 homo_ev=-8.113 spin_multiplicity=1 lumo_energy_ev=0.83
C 1.0516 -0.8771 1.8081 0.00
C 0.3160 0.2604 1.8598 -0.20
C -1.1685 0.3565 1.7687 -0.21
C -1.6205 0.7775 0.3347 -0.25
N -2.0820 -0.2968 -0.5129 -0.13
C -1.3694 -0.5809 -1.7531 -0.13
H 1.8426 -0.9095 1.0644 0.05
H 0.8542 -1.7767 2.3833 0.05
H 0.8020 1.2306 1.9776 0.10
H -1.5021 1.2619 2.3025 0.10
H -1.8203 -0.4126 2.1878 0.11
H -0.7414 1.2512 -0.1101 0.11
H -2.3991 1.5369 0.4282 0.10
H -2.3590 -1.1165 -0.0006 0.09
H -1.3307 -1.6453 -1.9681 0.07
H -1.9439 -0.1299 -2.5729 0.07
H -0.3722 -0.1429 -1.7924 0.07
O 4.4328 0.0610 -2.3366 -0.07
H 4.7153 0.8467 -1.8369 0.04
H 4.6947 0.3055 -3.2316 0.03


C wins, 12.2 kJ/mol ahead of the next structure.